Run w
A structure of composition C16H32O. Source: the OMol25 dataset; level of theory: ωB97M-V with the def2-TZVPD basis set.

```
49
Properties=species:S:1:pos:R:3:mulliken_charge:R:1
O 1.215 4.884 1.191 -0.54
H 3.938 -2.962 2.410 0.37
H 4.469 -3.271 -0.708 0.40
C -3.471 0.442 -1.203 -1.31
H 1.099 2.996 0.206 0.31
H 2.416 -1.680 -0.848 0.77
H -3.463 2.824 1.495 0.53
H -3.857 -0.951 0.289 0.29
H 0.439 -3.164 -0.980 0.37
C 1.828 -1.486 -0.146 -1.42
C 0.653 3.674 0.948 -0.03
H 4.384 -0.970 0.047 0.31
C 3.367 -2.215 1.549 -0.71
C -0.091 -1.090 -1.430 -0.07
H 2.442 -3.580 0.492 0.67
C -1.703 2.684 0.278 0.76
H -3.583 -2.084 -2.084 0.38
H -1.290 4.104 1.815 0.26
C 2.266 -2.660 0.860 -0.81
C -2.802 2.350 0.841 -0.73
H -2.672 0.931 -1.812 0.18
H -1.338 -2.432 -2.904 0.50
H 1.530 -3.188 1.811 0.22
H 5.439 -3.835 0.681 0.37
C -0.649 3.325 1.265 -0.50
H 5.611 -1.640 1.280 0.32
H 1.552 -0.789 0.462 0.75
H -1.100 1.791 -0.177 -0.72
H -4.114 0.543 -1.780 1.16
H -4.832 1.292 0.028 0.46
H -0.307 -2.246 -0.032 0.96
C 4.616 -1.822 0.720 -0.38
C -3.005 -0.594 -0.415 0.07
H -0.282 -0.118 -1.064 -0.14
H 6.113 -2.882 -0.731 0.29
H -2.355 -2.648 -0.895 0.46
C -1.441 -1.500 -2.444 -1.13
H 0.409 -1.015 -2.464 0.17
H -4.290 2.621 -0.808 0.37
H -0.523 2.386 2.174 0.25
H 3.372 -1.396 2.247 0.30
H -2.097 -0.517 0.348 0.07
C -3.857 1.613 -0.319 -1.18
C 0.456 -2.110 -0.594 -1.30
H -2.690 1.200 1.663 0.17
H -1.815 3.561 -0.486 0.25
H -1.681 -0.642 -2.999 0.48
C 5.177 -3.116 0.009 -1.30
C -2.597 -1.816 -1.476 -0.97
```

## Properties
Charge: 0
Kohn-Sham gap: 0.3526 Eh
2S+1: 1

=====

Run x
An isolated molecule of C16H32O. Source: the OMol25 dataset; level of theory: ωB97M-V with the def2-TZVPD basis set.

```
49
Properties=species:S:1:pos:R:3:mulliken_charge:R:1
C -1.672 -2.057 1.981 0.07
H 0.694 0.460 -1.972 0.30
H -1.776 0.101 2.053 0.28
H 3.950 0.101 -0.034 0.44
H 1.851 0.413 3.118 0.36
H -1.555 1.232 -1.317 0.38
H 1.575 3.241 -2.766 0.36
O -0.707 -3.124 2.062 -0.62
C -1.132 2.075 -0.773 -2.31
H 2.269 -1.068 2.160 0.31
H -3.258 -1.352 0.541 0.23
H -1.570 -2.275 -1.009 0.05
H -2.206 -2.116 2.944 0.40
C 2.632 1.066 -1.471 -1.10
H 2.483 -0.820 -0.393 0.22
H 1.472 1.808 -3.816 0.44
H 2.615 1.784 1.171 0.40
H -1.349 2.942 -1.339 0.61
H -3.975 -2.707 -1.823 0.34
H 3.502 -0.010 2.533 0.50
H -0.815 -0.356 -0.204 -0.29
H 0.019 2.583 -3.248 0.36
C 1.035 2.315 -2.950 -1.74
H -3.458 -2.993 1.262 0.46
C -2.243 -2.974 -0.459 0.05
H -4.076 -4.142 -0.828 0.32
C 1.143 1.403 -1.710 0.57
H 0.652 4.117 -0.965 0.47
H 3.016 0.575 -2.408 0.38
H -2.912 -4.141 -2.172 0.36
H 0.193 1.562 1.654 0.91
C -3.380 -3.508 -1.400 -1.32
C 0.941 3.403 -0.174 -1.95
H -1.649 -3.833 -0.182 0.29
C 2.149 0.820 0.997 0.10
C -0.151 -0.347 0.693 -0.33
C -0.995 -0.664 1.960 -1.02
C 0.617 1.008 0.802 -0.13
C 0.401 1.951 -0.469 1.50
H 0.471 3.769 0.734 0.46
H -1.675 2.181 0.132 0.43
C 2.853 0.202 -0.205 -0.72
H 2.033 3.439 -0.047 0.34
C -2.742 -2.284 0.826 -0.88
C 2.453 -0.003 2.280 -1.78
H -0.331 -0.582 2.802 0.37
H 0.574 -1.189 0.538 0.45
H 3.155 1.974 -1.298 0.29
H -1.120 -3.980 2.184 0.36
```

## Properties
SMILES: CCC[C@@H](O)CC[C@H]1[C@@H](C)CC[C@H](C)C1(C)C
Charge: 0
Kohn-Sham gap: 0.3953 Eh
2S+1: 1

=====

Which structure wins on stability? run x wins.

=====

Run w
An isolated molecule of CH2ClNOP2. Source: the OMol25 dataset; level of theory: ωB97M-V with the def2-TZVPD basis set.

```
8
Properties=species:S:1:pos:R:3:mulliken_charge:R:1
N -0.605 1.880 -0.695 -0.61
C 1.022 -0.502 -0.025 0.33
P -0.563 0.485 -0.059 0.55
O 1.104 -1.562 -0.530 -0.32
H -1.356 -1.723 1.265 0.06
P -2.013 -0.620 0.676 -0.11
H -0.032 1.846 -1.495 0.26
Cl 2.442 0.196 0.864 -0.17
```

## Properties
SMILES: [H]/N=P(=P\[H])\C(=O)Cl
Charge: 0
Kohn-Sham gap: 0.3050 Eh
2S+1: 1

=====

Run x
An isolated molecule of CH2ClNOP2. Source: the OMol25 dataset; level of theory: ωB97M-V with the def2-TZVPD basis set.

```
8
Properties=species:S:1:pos:R:3:mulliken_charge:R:1
H 1.354 -2.212 0.055 0.27
C 0.224 0.601 1.131 0.42
P -1.055 0.216 -2.030 -0.02
O 0.390 0.026 2.144 -0.34
H -1.599 1.125 -1.282 -0.03
N 0.639 -1.785 -0.501 -0.55
P 0.125 -0.347 -0.560 0.40
Cl -0.079 2.375 1.043 -0.16
```

## Properties
SMILES: [H]/N=P(=P\[H])\C(=O)Cl
Charge: 0
Kohn-Sham gap: 0.2821 Eh
2S+1: 1

=====

Which structure wins on stability? run x wins.

=====

Run w
An isolated molecule of ClNO4S. Source: the OMol25 dataset; level of theory: ωB97M-V with the def2-TZVPD basis set.

```
7
Properties=species:S:1:pos:R:3:mulliken_charge:R:1
N -0.729 0.268 -0.416 0.97
Cl 2.299 -1.463 -0.639 -0.13
O 0.553 0.745 -0.502 -0.22
S 1.549 0.045 0.639 0.70
O -1.530 1.061 -0.128 -0.49
O -0.854 -0.880 -0.642 -0.43
O 0.652 -0.476 1.649 -0.40
```

## Properties
Charge: 0
Kohn-Sham gap: 0.3964 Eh
2S+1: 1

=====

Run x
An isolated molecule of ClNO4S. Source: the OMol25 dataset; level of theory: ωB97M-V with the def2-TZVPD basis set.

```
7
Properties=species:S:1:pos:R:3:mulliken_charge:R:1
Cl -1.465 -0.549 1.725 -0.06
O -1.960 0.005 -0.904 -0.47
O -0.107 -1.534 -0.592 -0.43
N 1.257 0.889 0.311 0.40
S -0.839 -0.412 -0.144 1.01
O 1.381 -0.158 0.842 -0.34
O 0.052 1.045 -0.184 -0.11
```

## Properties
SMILES: O=NOS(=O)(=O)Cl
Charge: 0
Kohn-Sham gap: 0.3966 Eh
2S+1: 1

=====

Which structure wins on stability? run x wins.

=====

Run w
A cluster of 2 separate species, C6H18N2 in total. Source: the OMol25 dataset; level of theory: ωB97M-V with the def2-TZVPD basis set.

```
26
Properties=species:S:1:pos:R:3:mulliken_charge:R:1
H -2.990 -2.044 -0.171 0.28
H -3.169 -3.232 -4.695 0.29
C -2.615 -2.913 -2.147 -0.30
H -1.738 -2.272 -2.361 0.32
C 3.080 3.200 2.627 -0.35
H 3.265 3.461 3.687 0.24
N 2.978 1.793 2.396 -0.31
H 4.286 3.683 0.796 0.32
C 4.310 3.842 1.887 -1.13
H -3.956 -1.314 -2.650 0.26
C -3.292 -2.225 -4.262 -0.91
C -2.918 -3.045 -0.627 -1.12
H -2.074 -3.584 -0.164 0.33
H 2.147 3.707 2.314 0.35
N -3.710 -2.285 -2.882 -0.41
H 5.259 3.439 2.280 0.29
H 4.279 4.926 2.086 0.33
C 1.704 1.243 2.783 -0.86
H -3.848 -3.597 -0.412 0.31
H -2.385 -3.931 -2.514 0.30
H 0.958 1.735 2.137 0.29
H -2.360 -1.657 -4.422 0.32
H -4.112 -1.713 -4.792 0.33
H 3.786 1.253 2.729 0.23
H 1.725 0.167 2.540 0.32
H 1.391 1.360 3.834 0.28
```

## Properties
SMILES: CCNC.CCNC
Charge: 0
Kohn-Sham gap: 0.3531 Eh
2S+1: 1

=====

Run x
A cluster of 2 separate species, C6H18N2 in total. Source: the OMol25 dataset; level of theory: ωB97M-V with the def2-TZVPD basis set.

```
26
Properties=species:S:1:pos:R:3:mulliken_charge:R:1
H 0.094 4.660 2.332 0.35
H 3.470 4.309 1.110 0.28
C 5.600 -0.639 3.196 -0.88
H 5.196 -1.453 3.821 0.30
C 2.654 4.823 1.645 -0.87
H 5.063 1.661 2.296 0.33
C 3.674 -1.340 1.765 -0.84
H 6.378 -1.056 2.535 0.33
N 1.504 4.873 0.826 -0.16
N 4.382 -0.307 2.527 -0.11
C 0.342 5.416 1.568 -0.87
H 5.416 0.598 0.898 0.33
H 1.060 2.813 1.115 0.34
H -0.497 5.484 0.856 0.28
C 4.656 0.863 1.653 -0.79
H 0.462 6.393 2.065 0.29
H 6.065 0.113 3.855 0.30
H 2.118 3.220 -0.273 0.27
H 0.351 3.495 -0.382 0.31
H 2.986 5.845 1.892 0.31
H 3.764 1.251 1.133 0.15
H 4.371 -1.834 1.067 0.33
H 3.279 -2.096 2.463 0.29
H 2.833 -0.923 1.185 0.28
H 2.453 4.281 2.584 0.34
C 1.223 3.530 0.293 -0.86
```

## Properties
SMILES: CN(C)C.CN(C)C
Charge: 0
Kohn-Sham gap: 0.3454 Eh
2S+1: 1

=====

Which structure wins on stability? run w wins.

=====

Run w
An isolated molecule of CH2N2O2S2. Source: the OMol25 dataset; level of theory: ωB97M-V with the def2-TZVPD basis set.

```
9
Properties=species:S:1:pos:R:3:mulliken_charge:R:1
O 0.405 -0.712 -1.270 -0.51
N -1.847 0.126 0.005 -0.59
H -2.185 -0.306 0.896 0.30
C 2.284 0.508 -0.025 0.21
S -0.093 -0.089 -0.036 1.07
S 0.527 1.874 0.006 0.06
O 0.135 -0.732 1.249 -0.54
N 3.086 -0.282 -0.028 -0.31
H -2.314 -0.388 -0.796 0.29
```

## Properties
SMILES: N#CSS(N)(=O)=O
Charge: 0
Kohn-Sham gap: 0.3158 Eh
2S+1: 1

=====

Run x
A cluster of 2 separate species, CH2N2O2S2 in total. Source: the OMol25 dataset; level of theory: ωB97M-V with the def2-TZVPD basis set.

```
9
Properties=species:S:1:pos:R:3:mulliken_charge:R:1
O 0.362 -3.252 3.404 -0.50
C -0.250 -0.803 1.202 -0.09
H 0.904 -0.809 -0.894 0.11
S -1.537 0.070 0.575 -0.02
H -1.053 0.527 -0.476 0.07
S 1.191 -1.140 0.375 -0.03
N -0.165 -3.664 2.407 0.33
N -0.619 -3.356 1.409 0.68
O -1.189 -3.622 0.384 -0.53
```

## Properties
Charge: 0
Kohn-Sham gap: 0.3139 Eh
2S+1: 1

=====

Which structure wins on stability? run w wins.

=====

Run w
A cluster of 2 separate species, C4H10O3 in total. Source: the OMol25 dataset; level of theory: ωB97M-V with the def2-TZVPD basis set.

```
17
Properties=species:S:1:pos:R:3:mulliken_charge:R:1
O -0.636 -1.565 -7.125 -1.15
C 0.626 -0.072 0.743 -0.44
H -0.873 -0.930 2.714 0.12
H 0.112 -1.035 0.735 0.21
H -1.628 0.656 2.515 0.10
H 1.677 -0.250 0.505 0.28
C -0.730 0.158 2.986 -0.35
H -1.029 0.685 -0.434 0.31
H 0.424 1.755 -0.393 0.23
H -0.139 0.090 -2.312 0.32
H 0.417 1.682 1.904 0.19
O -0.592 0.397 4.291 -0.90
H 1.386 0.406 2.712 0.30
O 0.562 0.156 -1.664 -0.53
C 0.485 0.604 2.130 -0.42
H -0.160 -2.008 -6.412 0.15
C 0.066 0.722 -0.439 -0.43
```

## Properties
Charge: -2
Kohn-Sham gap: 0.2320 Eh
2S+1: 1

=====

Run x
A structure of composition C4H10O3. Source: the OMol25 dataset; level of theory: ωB97M-V with the def2-TZVPD basis set.

```
17
Properties=species:S:1:pos:R:3:mulliken_charge:R:1
H 0.295 0.729 -0.640 0.18
H 0.390 0.513 1.095 0.20
H 2.504 -0.298 -1.046 0.13
C -1.465 -0.146 0.249 -0.67
C 0.867 -1.250 -0.060 -0.37
H -1.528 3.081 -0.835 0.23
H -1.790 -0.314 -0.800 0.18
H -1.645 -1.121 0.762 0.32
O 3.174 -2.120 -0.322 -0.93
C 0.062 0.028 0.166 -0.23
C 2.430 -1.004 -0.164 -0.46
H -2.298 1.929 0.108 0.40
H 0.648 -1.652 -1.063 0.18
H 2.672 -0.383 0.747 0.16
H 0.734 -2.022 0.699 0.33
O -2.160 0.874 0.860 -0.79
O -2.428 2.868 -0.577 -0.88
```

## Properties
Charge: -2
Kohn-Sham gap: 0.2396 Eh
2S+1: 1

=====

Which structure wins on stability? run x wins.